6 unconnected molecules or ions with the total composition C39H35Cl2N2O21 at a distorted geometry. Source: the OMol25 dataset; level of theory: ωB97M-V/def2-TZVPD.

Summary:
Spin multiplicity: 1
Kohn-Sham gap (Ha): 0.243
Charge: +1
DFT total energy (eV): -112023.69101

Each line ends with the Löwdin charge.
Atoms and positions in Å:
Cl1 -6.62 3.45 -8.10  0.7322
Cl2 -7.75 6.14 -7.07  0.7410
O1 0.26 1.28 0.86  0.1302
O2 1.68 -3.70 2.01  0.1063
O3 3.77 5.72 1.54  0.1300
O4 8.40 -7.23 0.05  0.1014
O5 -4.04 -1.81 -0.54  0.1238
O6 -0.54 -2.83 4.46  0.1231
O7 -5.62 -1.90 6.28  0.1293
O8 0.36 -1.33 0.99  0.1067
O9 -4.01 -3.56 7.54  0.1231
O10 6.12 -5.21 -0.80  0.1247
O11 2.32 4.02 2.90  0.1370
O12 7.14 -7.43 2.37  0.1126
O13 -1.00 4.54 -0.38  0.0473
O14 3.05 -1.95 0.62  0.0918
O15 4.73 -6.96 0.56  0.1052
O16 0.53 6.19 -1.83  0.1073
O17 -2.14 -1.10 3.25  0.0901
O18 11.13 -6.05 4.42  0.1120
O19 -4.12 0.82 -0.77  0.0580
O20 12.35 -5.78 2.11  0.1230
O21 -2.12 6.20 -2.87  0.0807
N1 -5.17 3.24 -3.18  0.1130
N2 -4.02 3.32 -5.82  0.0231
C1 4.31 -5.82 0.62  -0.3024
C2 3.48 -3.09 0.58  -0.3084
C3 -3.06 5.65 -2.35  -0.2297
C4 2.74 -4.14 1.36  -0.2319
C5 -6.56 5.72 -4.71  -0.0937
C6 -1.95 1.20 0.08  0.0780
C7 -5.44 3.00 -5.72  -0.3388
C8 10.45 -6.32 3.44  -0.3147
C9 -5.93 2.66 -4.33  -0.0384
C10 -2.19 -3.29 6.06  0.0831
C11 2.24 6.04 -0.21  0.0822
C12 8.41 -7.04 2.38  -0.2323
C13 -3.12 4.17 -2.19  -0.1029
C14 -2.61 -1.66 4.23  -0.2995
C15 -3.96 -1.42 4.70  0.0714
C16 -1.84 -1.70 0.24  0.0802
C17 11.10 -6.19 2.09  -0.2386
C18 1.81 4.51 1.79  -0.2333
C19 -6.79 5.15 -6.07  -0.7533
C20 0.59 4.19 1.33  0.0634
C21 -3.34 3.96 -4.72  -0.1573
C22 9.06 -6.94 1.03  -0.3073
C23 -1.75 -2.65 4.97  -0.2310
C24 2.70 5.47 1.05  -0.3104
C25 5.06 -4.76 -0.15  -0.2345
C26 -0.83 0.61 0.51  -0.2085
C27 -3.69 3.39 -3.37  -0.2292
C28 4.67 -3.48 -0.16  0.0755
C29 -3.08 0.37 -0.32  -0.3030
C30 3.14 -5.42 1.37  0.0806
C31 1.02 5.72 -0.68  -0.2084
C32 -0.70 -0.89 0.61  -0.2961
C33 9.07 -6.75 3.51  0.0754
C34 10.44 -6.49 0.96  0.0752
C35 -6.31 3.98 -6.49  -0.6671
C36 0.11 4.77 0.09  -0.2677
C37 -2.96 -1.12 -0.19  -0.2352
C38 -3.53 -3.04 6.55  -0.3102
C39 -4.40 -2.07 5.79  -0.2354
H1 -4.71 -1.16 -0.81  0.1130
H2 12.58 -5.64 3.05  0.1225
H3 2.90 6.71 -0.73  0.1405
H4 -2.15 3.77 -1.94  0.1039
H5 0.94 0.61 1.07  0.1370
H6 -3.76 3.95 -1.34  0.1273
H7 6.89 -7.59 1.44  0.0958
H8 -5.67 -2.48 7.07  0.1268
H9 8.61 -6.82 4.48  0.1361
H10 -6.75 6.78 -4.73  0.0775
H11 -3.86 6.28 -1.94  0.1392
H12 -2.28 3.79 -4.83  0.1484
H13 -5.55 5.58 -4.35  0.0545
H14 -0.07 3.51 1.84  0.1235
H15 -2.05 2.27 -0.01  0.1074
H16 -0.35 5.80 -1.96  0.0715
H17 -4.57 -0.72 4.15  0.1324
H18 2.61 -6.19 1.93  0.1374
H19 -5.56 4.12 -2.84  0.1556
H20 -5.94 1.59 -4.19  0.1420
H21 -5.28 2.59 -2.39  0.1643
H22 1.62 -2.75 1.80  0.0773
H23 -0.48 -2.25 3.68  0.1045
H24 -6.96 2.97 -4.24  0.1370
H25 3.20 4.42 3.00  0.1290
H26 -3.28 2.39 -3.33  0.1611
H27 -5.56 2.07 -6.27  0.1170
H28 -7.25 5.29 -3.99  0.0895
H29 -3.80 3.75 -6.70  0.1302
H30 -1.58 -4.00 6.60  0.1400
H31 10.90 -6.40 -0.02  0.1365
H32 6.17 -6.17 -0.62  0.1048
H33 -1.75 -2.77 0.34  0.1492
H34 -3.45 5.04 -4.76  0.1140
H35 5.20 -2.72 -0.71  0.1349